[1]
One molecule with the formula C4H7NO in a non-equilibrium geometry. Source: the OMol25 dataset; level of theory: the ωB97M-V functional and the def2-TZVPD basis.

Cartesian coordinates (Å):
C  -1.054  0.119  1.309
C  -0.717  -1.047  0.386
C  -0.138  0.733  -0.846
C  1.319  0.536  -0.611
N  -0.916  1.309  1.021
O  -0.745  -0.476  -0.916
H  -1.350  -0.199  2.350
H  0.199  -1.636  0.511
H  -1.586  -1.763  0.350
H  -0.277  1.302  -1.737
H  1.673  0.085  0.365
H  2.025  1.418  -0.785
H  1.568  -0.380  -1.396

Properties
Kohn-Sham gap, hartree: 0.3672
Energy relative to the best compared isomer or geometry (same formula, charge and spin), kJ/mol: 388.2
Charge: 0

These are the Mulliken partial charges, in e, on atoms 1 to 8: number 1, C, carries 0.1728; number 2, C, carries -0.5436; number 3, C, carries 0.2064; number 4, C, carries -0.9629; number 5, N, carries -0.5643; number 6, O, carries -0.3454; number 7, H, carries 0.3357; number 8, H, carries 0.2979

***

[2]
A 6-piece molecular cluster, C18H50N2O8 overall in a non-equilibrium geometry. Source: the OMol25 dataset; level of theory: the ωB97M-V functional and the def2-TZVPD basis.

Cartesian coordinates (Å):
C  -1.520  4.934  -0.996
O  -2.007  3.757  -0.338
C  -1.048  2.996  0.346
C  -1.821  2.232  1.349
N  -0.873  1.503  2.231
C  -1.461  0.771  3.325
C  -0.386  -0.110  4.141
O  -0.361  -1.370  3.428
C  0.771  -2.149  3.814
H  -2.156  5.228  -1.832
H  -0.600  4.703  -1.534
H  -1.245  5.748  -0.326
H  -0.185  3.490  0.792
H  -0.738  2.249  -0.385
H  -2.478  1.525  0.843
H  -2.439  2.931  1.915
H  -0.012  1.078  1.919
H  -2.227  0.134  2.884
H  -1.902  1.464  4.042
H  -0.691  -0.199  5.183
H  0.526  0.487  4.111
H  1.757  -1.691  3.735
H  0.801  -3.008  3.143
H  0.612  -2.483  4.839
C  1.757  -0.224  -4.211
O  2.825  -0.317  -3.234
C  2.824  0.741  -2.277
C  3.547  0.207  -1.068
N  3.591  1.112  0.087
C  2.365  1.310  0.815
C  2.498  2.250  1.990
O  3.244  1.681  3.109
C  2.923  2.193  4.368
H  0.788  -0.012  -3.760
H  1.650  -1.247  -4.573
H  1.765  0.518  -5.009
H  1.774  0.970  -2.094
H  3.394  1.536  -2.757
H  4.496  0.071  -1.587
H  3.124  -0.730  -0.704
H  4.305  0.714  0.681
H  2.083  0.345  1.236
H  1.677  1.659  0.045
H  1.484  2.467  2.327
H  2.889  3.196  1.617
H  2.460  3.180  4.367
H  3.851  2.269  4.935
H  2.284  1.493  4.908
C  -4.396  -0.806  0.736
O  -3.813  -1.185  -0.447
H  -5.331  -1.301  0.998
H  -3.772  -0.938  1.620
H  -4.786  0.211  0.718
H  -2.961  -1.557  -0.210
C  -3.509  1.002  -2.562
O  -3.943  -0.291  -2.915
H  -2.501  0.938  -2.152
H  -3.595  1.666  -3.422
H  -4.149  1.432  -1.791
H  -3.971  -0.709  -2.051
C  0.452  -4.012  -3.494
C  1.296  -5.291  -3.775
O  2.340  -4.991  -4.677
H  -0.009  -3.530  -4.357
H  1.225  -3.334  -3.132
H  -0.315  -4.147  -2.732
H  0.635  -6.101  -4.083
H  1.760  -5.552  -2.824
H  1.832  -4.797  -5.469
C  -0.729  -1.217  -0.837
C  -0.583  -2.330  0.294
O  -1.610  -2.233  1.304
H  -0.647  -0.226  -0.391
H  -1.576  -1.147  -1.520
H  0.221  -1.286  -1.366
H  0.406  -2.378  0.750
H  -0.710  -3.287  -0.213
H  -1.177  -2.207  2.160

Properties
Kohn-Sham gap (alpha / beta), hartree: 0.3394 / 0.1546
⟨S²⟩: 0.754
Multiplicity: 2
Charge: +1

These are the Mulliken partial charges, in e, on atoms 1 to 8: number 1, C, carries -0.8088; number 2, O, carries -0.4007; number 3, C, carries -0.5307; number 4, C, carries -0.0539; number 5, N, carries 0.3035; number 6, C, carries -0.1834; number 7, C, carries -0.3572; number 8, O, carries -0.3745

***

[3]
A 16-piece molecular cluster, C2H32NO18 overall in a non-equilibrium geometry. Source: the OMol25 dataset; level of theory: the ωB97M-V functional and the def2-TZVPD basis.

Cartesian coordinates (Å):
O  3.984  0.688  -1.626
C  3.610  0.207  -0.529
N  2.315  -0.191  -0.285
C  1.152  -0.290  -1.196
O  0.747  0.530  -2.080
O  0.671  -1.478  -1.145
H  4.346  -0.058  0.349
H  2.098  -0.481  0.627
H  0.043  1.894  -1.420
H  -0.415  3.440  -1.524
O  -0.695  2.569  -1.141
H  -0.830  2.007  -2.992
H  -0.654  1.200  -4.030
O  -1.322  1.854  -3.815
H  -2.568  -3.275  2.637
H  -2.417  -1.728  3.146
O  -2.183  -2.741  3.358
H  -0.933  -1.448  3.042
H  0.029  -2.290  2.105
O  -0.068  -1.569  2.763
H  1.985  2.555  -1.459
H  1.883  3.003  -3.011
O  1.726  3.209  -2.089
H  -1.970  1.218  -1.021
H  -3.446  1.364  -1.043
O  -2.814  0.790  -0.821
H  -2.372  -1.608  -2.296
H  -0.923  -1.739  -2.130
O  -1.688  -2.274  -2.115
H  -0.533  2.388  1.221
H  -1.501  3.184  2.339
O  -0.950  2.457  2.124
H  1.493  -0.855  2.691
H  2.583  -1.794  3.152
O  2.404  -0.866  2.801
H  -3.115  -1.256  0.108
H  -3.323  -0.150  0.857
O  -3.481  -1.074  1.001
H  1.951  1.079  -3.966
H  3.302  1.058  -3.109
O  2.726  1.478  -3.837
H  -1.996  -0.148  4.276
H  -1.788  1.328  3.546
O  -2.328  0.689  3.864
H  -0.776  -3.916  0.074
H  -2.034  -3.131  0.212
O  -1.478  -3.829  0.858
H  1.172  -2.683  0.077
H  1.746  -4.181  0.086
O  1.856  -3.335  0.451
H  1.223  2.065  -0.075
H  1.784  3.499  0.448
O  1.767  2.635  0.542

Properties
Kohn-Sham gap, hartree: 0.3571
Energy relative to the best compared isomer or geometry (same formula, charge and spin), kJ/mol: 449.3
Charge: -1

These are the Mulliken partial charges, in e, on atoms 1 to 8: number 1, O, carries -0.6839; number 2, C, carries 0.1163; number 3, N, carries 0.4949; number 4, C, carries 0.4137; number 5, O, carries -0.5446; number 6, O, carries -0.8184; number 7, H, carries 0.2837; number 8, H, carries 0.0628

***

[4]
A 2-piece molecular cluster, C24H38BBrN5O2S overall in a non-equilibrium geometry. Source: the OMol25 dataset; level of theory: the ωB97M-V functional and the def2-TZVPD basis.

Cartesian coordinates (Å):
C  1.176  3.437  3.838
C  1.716  2.790  2.512
C  0.623  2.487  1.426
Br  -0.320  4.184  0.998
B  -0.389  1.230  1.810
C  -1.509  1.076  0.589
C  -2.947  1.603  0.949
C  -3.662  0.764  2.091
C  -5.176  1.261  2.126
S  -5.677  1.983  3.747
C  -4.280  2.922  4.377
N  -3.840  3.154  5.623
N  -2.715  3.901  5.411
C  -2.479  4.112  4.128
O  -3.499  3.492  3.428
C  0.555  -0.125  1.758
C  0.063  -1.314  2.680
O  -1.339  -1.375  2.866
C  0.922  -1.307  4.018
N  0.170  -1.074  5.264
H  0.314  2.898  4.289
H  0.989  4.533  3.689
H  2.021  3.392  4.582
H  2.350  1.917  2.792
H  2.420  3.548  2.057
H  1.180  2.122  0.506
H  -0.938  1.416  2.868
H  -1.134  1.666  -0.297
H  -1.625  0.005  0.266
H  -2.979  2.702  1.136
H  -3.590  1.435  0.030
H  -3.569  -0.316  1.837
H  -3.112  0.985  3.033
H  -5.323  1.994  1.291
H  -5.834  0.376  1.960
H  -1.657  4.639  3.622
H  1.645  0.048  1.949
H  0.489  -0.515  0.689
H  0.343  -2.260  2.136
H  -1.645  -0.729  3.522
H  1.795  -0.603  3.975
H  1.389  -2.328  4.124
H  -0.241  -0.137  5.213
H  -0.621  -1.721  5.339
C  0.816  2.524  -2.668
N  1.151  1.176  -3.173
C  1.713  0.300  -2.324
C  2.005  -0.986  -2.732
C  1.711  -1.390  -4.030
C  1.149  -0.445  -4.889
C  0.879  0.831  -4.440
C  1.955  -2.775  -4.487
C  0.909  -3.555  -4.976
C  1.150  -4.830  -5.446
N  2.395  -5.335  -5.441
C  3.424  -4.619  -4.954
C  3.228  -3.342  -4.471
C  2.653  -6.685  -5.992
H  1.727  2.975  -2.278
H  0.074  2.393  -1.878
H  0.409  3.138  -3.467
H  1.911  0.642  -1.313
H  2.440  -1.673  -2.016
H  0.918  -0.695  -5.918
H  0.438  1.580  -5.083
H  -0.106  -3.177  -4.994
H  0.356  -5.452  -5.834
H  4.402  -5.083  -4.972
H  4.083  -2.787  -4.104
H  3.121  -7.286  -5.214
H  3.313  -6.573  -6.850
H  1.717  -7.141  -6.301

Properties
Kohn-Sham gap, hartree: 0.1205
Charge: +1

These are the Mulliken partial charges, in e, on atoms 1 to 8: number 1, C, carries -1.0034; number 2, C, carries -0.5281; number 3, C, carries 0.5926; number 4, Br, carries -0.2260; number 5, B, carries 0.5562; number 6, C, carries 0.3035; number 7, C, carries -0.8491; number 8, C, carries 0.0827

***

[5]
C17H18FeNO4 as an isolated structure in a non-equilibrium geometry. Source: the OMol25 dataset; level of theory: the ωB97M-V functional and the def2-TZVPD basis.

Cartesian coordinates (Å):
C  -2.627  3.090  2.735
O  -1.865  2.958  1.516
C  -0.678  2.300  1.533
C  0.084  2.162  0.314
C  0.376  0.706  -0.040
C  0.773  -0.119  1.142
C  0.539  0.378  2.406
C  -0.041  1.673  2.657
Fe  1.136  3.333  1.665
C  2.359  3.342  0.439
O  3.239  3.435  -0.314
C  2.323  3.584  2.949
O  3.301  3.676  3.568
C  0.768  5.002  1.456
O  1.022  6.142  1.452
H  -3.196  4.019  2.622
H  -3.315  2.235  2.796
H  -1.987  3.132  3.635
H  -0.217  2.763  -0.547
H  -0.574  0.281  -0.441
H  1.120  0.634  -0.848
H  1.460  -0.951  0.990
H  0.777  -0.235  3.288
H  -0.326  1.955  3.680
C  -1.069  -3.696  -4.547
C  0.235  -3.195  -4.437
C  0.808  -3.004  -3.176
C  0.085  -3.317  -2.015
C  0.701  -3.106  -0.649
N  -0.049  -2.211  0.235
C  -1.226  -3.795  -2.129
C  -1.803  -3.975  -3.390
H  -1.514  -3.859  -5.528
H  0.815  -2.966  -5.332
H  1.823  -2.613  -3.068
H  0.813  -4.072  -0.135
H  1.701  -2.682  -0.783
H  -0.957  -1.981  -0.160
H  -0.193  -2.642  1.151
H  -1.797  -4.025  -1.224
H  -2.825  -4.353  -3.463

Properties
Kohn-Sham gap (alpha / beta), hartree: 0.2471 / 0.1965
⟨S²⟩: 6.067
Energy relative to the best compared isomer or geometry (same formula, charge and spin), kJ/mol: 0.0
Multiplicity: 5
Charge: +1

These are the Mulliken partial charges, in e, on atoms 1 to 8: number 1, C, carries -0.7144; number 2, O, carries -0.3642; number 3, C, carries -0.0404; number 4, C, carries -0.4170; number 5, C, carries -0.3363; number 6, C, carries -0.2982; number 7, C, carries -0.5204; number 8, C, carries -0.2558